[1]
# C7H9N

A 2-piece molecular cluster, C7H9N overall at a distorted geometry (wB97M-V/def2-TZVPD, OMol25).

Each line ends with the Mulliken charge.
Cartesian coordinates (Å):
C (-1.530, 1.047, 0.470)  -0.33
C (-1.139, 0.095, 1.408)  -0.24
C (0.219, -0.186, 1.553)  -0.12
N (1.183, 0.412, 0.836)  -0.62
C (0.791, 1.327, -0.063)  -0.15
C (-0.541, 1.676, -0.282)  -0.18
H (-2.590, 1.295, 0.327)  0.34
H (-1.878, -0.431, 2.027)  0.33
H (0.557, -0.932, 2.284)  0.31
H (1.592, 1.806, -0.641)  0.30
H (-0.795, 2.434, -1.034)  0.33
C (1.342, -1.521, -1.053)  -0.48
C (0.036, -1.327, -1.242)  -0.51
H (1.893, -0.963, -0.287)  0.37
H (1.901, -2.244, -1.658)  0.25
H (-0.524, -0.604, -0.637)  0.11
H (-0.515, -1.885, -2.008)  0.26

Results
E_LUMO	0.033	Ha
orbital gap	0.372	Ha
SMILES	c1ccncc1.C=C
energy	-8893.2953	eV

[2]
# C38H59AsN3PPrS2Si2

C38H59AsN3PPrS2Si2 as an isolated structure at a distorted geometry (wB97M-V/def2-TZVPD, OMol25).

Each line ends with the Mulliken charge.
Cartesian coordinates (Å):
Pr (-0.218, 0.397, 1.113)  0.36
S (-0.163, 2.282, 3.273)  -0.42
C (-1.512, 1.409, 3.769)  0.34
N (-2.075, 0.419, 3.005)  0.39
C (-3.245, -0.061, 3.633)  -0.60
C (-4.094, -1.073, 3.167)  -0.38
C (-5.272, -1.327, 3.864)  -0.59
C (-5.624, -0.642, 5.010)  -0.53
C (-4.772, 0.378, 5.501)  -0.39
C (-3.557, 0.640, 4.850)  0.78
S (-2.383, 1.847, 5.272)  -0.31
H (-3.857, -1.673, 2.273)  0.27
H (-5.904, -2.104, 3.451)  0.42
H (-6.554, -0.871, 5.564)  0.32
H (-5.100, 0.966, 6.355)  0.37
C (-0.585, -3.521, -2.379)  -0.81
Si (-2.191, -2.466, -2.549)  0.55
C (-3.451, -3.680, -3.300)  -1.20
C (-2.060, -1.305, -4.012)  -0.79
As (-2.756, -1.442, -0.451)  -0.28
Si (-4.253, 0.358, -1.051)  0.37
C (-5.773, -0.119, -2.031)  -1.11
C (-4.877, 1.286, 0.486)  -0.96
C (-3.107, 1.620, -2.023)  -0.72
H (0.078, -3.352, -3.276)  0.28
H (-0.853, -4.581, -2.353)  0.41
H (0.003, -3.241, -1.495)  -0.08
H (-2.975, -4.119, -4.208)  0.25
H (-4.392, -3.281, -3.633)  0.34
H (-3.623, -4.557, -2.639)  0.31
H (-1.634, -1.855, -4.856)  0.41
H (-1.429, -0.431, -3.791)  -0.15
H (-3.054, -1.024, -4.379)  0.34
H (-6.338, -0.967, -1.663)  0.33
H (-5.461, -0.354, -3.053)  0.25
H (-6.515, 0.716, -2.079)  0.32
H (-5.338, 0.624, 1.221)  0.22
H (-5.698, 2.013, 0.197)  0.35
H (-4.056, 1.853, 0.938)  0.18
H (-3.214, 1.438, -3.086)  0.49
H (-2.025, 1.422, -1.807)  -0.38
H (-3.398, 2.664, -1.824)  0.50
C (3.494, 2.223, 1.016)  -1.37
C (3.091, 3.182, -0.117)  1.97
C (2.258, 4.254, 0.624)  -1.69
C (4.337, 3.708, -0.797)  -1.94
P (1.893, 2.297, -1.345)  -0.60
N (0.829, 1.427, -0.558)  0.24
C (2.859, 1.108, -2.487)  2.50
C (1.920, 0.077, -3.143)  -1.70
C (3.684, 0.211, -1.544)  -2.07
C (3.670, 1.836, -3.580)  -1.85
C (1.045, 3.667, -2.427)  2.51
C (0.374, 2.968, -3.606)  -1.80
C (-0.144, 4.208, -1.616)  -1.50
C (1.964, 4.767, -2.910)  -2.13
H (3.862, 2.828, 1.882)  0.50
H (4.271, 1.487, 0.732)  0.25
H (2.567, 1.709, 1.364)  0.13
H (2.826, 4.658, 1.500)  0.54
H (1.314, 3.831, 1.007)  0.25
H (1.993, 5.102, -0.013)  0.21
H (4.995, 4.256, -0.067)  0.44
H (4.082, 4.392, -1.588)  0.28
H (4.946, 2.870, -1.148)  0.29
H (1.062, -0.166, -2.428)  0.05
H (2.486, -0.824, -3.446)  0.64
H (1.482, 0.502, -4.051)  0.30
H (3.047, -0.055, -0.679)  0.35
H (4.601, 0.650, -1.192)  0.19
H (3.937, -0.725, -2.085)  0.66
H (3.089, 2.388, -4.324)  0.26
H (4.273, 1.104, -4.172)  0.46
H (4.411, 2.528, -3.143)  0.32
H (-0.180, 2.092, -3.250)  0.18
H (1.076, 2.636, -4.351)  0.32
H (-0.360, 3.616, -4.133)  0.62
H (-0.637, 3.374, -1.057)  0.14
H (-0.860, 4.620, -2.342)  0.53
H (0.164, 4.983, -0.877)  0.26
H (2.941, 4.406, -3.278)  0.31
H (2.161, 5.523, -2.139)  0.26
H (1.464, 5.278, -3.781)  0.47
N (1.365, -1.184, 1.673)  -0.21
C (1.691, -2.245, 2.266)  -0.24
C (2.891, -3.074, 1.815)  0.27
C (3.635, -3.814, 2.719)  -0.21
C (4.719, -4.582, 2.276)  -0.62
C (5.132, -4.572, 0.929)  -0.50
C (4.430, -3.741, 0.045)  -0.62
C (3.318, -3.031, 0.481)  -0.16
C (0.869, -2.802, 3.409)  0.38
C (0.160, -1.904, 4.224)  -0.37
C (-0.742, -2.344, 5.188)  -0.57
C (-0.899, -3.706, 5.411)  -0.50
C (-0.259, -4.619, 4.586)  -0.71
C (0.633, -4.174, 3.592)  -0.03
H (3.350, -3.842, 3.793)  0.40
H (5.203, -5.236, 2.994)  0.36
H (5.940, -5.222, 0.564)  0.36
H (4.779, -3.606, -0.978)  0.38
H (2.756, -2.376, -0.174)  0.43
H (0.364, -0.846, 4.086)  0.49
H (-1.344, -1.658, 5.785)  0.37
H (-1.560, -4.093, 6.203)  0.35
H (-0.564, -5.690, 4.665)  0.29
H (1.148, -4.924, 2.994)  0.45

Results
E_LUMO (alpha / beta)	0.087 / 0.087	Ha
net charge	-1
2S+1	3
orbital gap (alpha / beta)	0.225 / 0.225	Ha
expectation value of S²	2.0030
energy	-166461.6770	eV

Look up the energy of the first one. -8893.2953 eV

Look up the energy of the first one. -8893.2953 eV

Which formula does entry 2 have? C38H59AsN3PPrS2Si2